[1]
The following is a DFT calculation (the ωB97M-V functional and the def2-TZVPD basis) of C23H51B2CrF8NO16 as an isolated structure at a distorted geometry.

Geometry as XYZ:
```
102
Properties=species:S:1:pos:R:3
H -1.11016 -3.31727 5.77336
O 3.77195 1.32951 -3.59338
H 8.02784 -1.45467 3.81796
H 6.79414 -0.80853 5.00628
O 5.13642 -1.69893 3.31660
H 3.46722 -1.08263 0.91611
H -5.96145 5.19534 1.07595
H -5.22230 5.79759 3.68840
C -0.05525 2.90939 -4.91520
H 8.81691 -0.11951 5.62852
F -3.93399 -2.24040 -1.40863
H -1.04702 -2.02464 1.35599
H -3.52559 -0.16902 -3.64665
H 0.42031 2.08510 -5.44670
H -5.76778 1.01870 -4.02696
H -3.08244 -3.04083 7.22367
H -5.39173 2.12742 -2.78893
O -3.00121 1.69574 -3.85954
H 7.69142 1.26276 5.15379
H -3.65969 0.46771 1.71133
F 0.57830 0.12942 -1.52741
C 7.43293 -0.60281 4.14736
C 8.32240 0.43473 4.83079
H -7.40206 4.71760 1.81283
H 2.68739 -4.61073 -3.33513
H -1.42787 0.93017 2.38283
C -2.09148 -3.07122 5.36768
F -3.42012 -3.07998 -3.41300
C 4.08420 3.12043 -2.14093
H 2.19336 2.55885 -3.22993
H -0.44768 -2.27512 -0.11710
H -5.72067 0.44903 -2.43304
H 0.14148 3.78143 -5.53886
H -2.13207 -2.39443 0.12388
F 0.10543 -0.17779 0.76106
C 2.10569 -4.27248 -0.71007
Cr -0.05178 -0.97399 -3.15893
H 0.51221 2.97576 -3.98692
C 3.79990 -1.22981 -5.92948
C -1.69909 1.80871 -3.82253
F -1.84339 -1.96841 -2.20582
H -1.97218 -3.66343 4.46040
O -5.68955 3.63696 2.38158
O -6.04501 2.80813 0.20763
H 4.67555 2.52106 -1.44872
H 4.23193 -1.18178 -6.92905
C -3.69245 0.78084 -3.13869
H 2.67199 -0.04027 2.03933
H -3.30099 0.66421 -2.12811
H -6.84961 5.85663 3.97132
H 2.73452 -1.38680 -6.09805
C -6.34149 4.83879 2.03332
C 2.07895 -3.17451 -1.83217
H 2.66357 1.56788 -1.82069
C 5.47564 -0.62461 2.83029
H 4.67480 3.53478 -2.95801
O -4.93910 1.75546 1.89777
B -2.95341 -2.80790 -2.14330
O 6.63110 -0.06018 3.15152
H -6.26091 6.90748 2.71488
H 2.66821 -2.98508 -3.89704
C -3.19235 -3.58881 6.28787
B -0.21591 0.47634 -0.42133
C -5.18086 1.10825 -3.11285
F -2.58001 -4.01426 -1.51544
C -1.36248 -1.15411 4.23495
O 4.10530 -0.09047 -5.11053
H 3.31189 0.59953 0.59731
C -0.98134 1.11789 3.35929
N -1.20482 -2.53496 0.49879
C -5.60663 2.73006 1.40563
C 3.54779 -0.10621 1.39380
O -1.47105 0.21380 4.31715
H -3.05292 -4.65132 6.48719
H 4.00685 -3.53836 -2.96247
F -1.46250 0.14538 -0.77958
H 1.79215 -3.79869 0.22016
O -0.72270 -1.68481 3.34706
H 0.07161 0.92832 3.15086
C 3.24358 0.25427 -4.13764
H -4.20443 -3.49479 5.89422
O 2.14647 -0.24886 -3.81896
O -2.06277 -1.68791 5.24730
H 4.10335 -2.12590 -5.38815
C 2.92005 -3.59142 -3.02696
F -0.28144 1.83544 -0.24483
H 2.67846 -2.34135 -1.46539
H 1.47826 -5.09155 -1.06157
H -3.44268 1.56443 0.35927
C 3.03096 2.13503 -2.67595
H -4.69862 0.34391 0.21129
O 0.73182 -2.71508 -2.08672
C -4.18720 0.99738 0.91805
H 3.73790 3.91855 -1.48429
O -1.44104 2.85800 -4.54215
O 4.79816 0.18734 2.02519
H -1.00911 -3.47586 0.80941
H 3.15326 -4.56154 -0.62565
C -6.15413 5.90677 3.13354
H -1.03663 2.16745 3.64822
H 9.04314 0.87475 4.14159
O -0.90565 1.00360 -3.38119
```

## Properties
Lowest unoccupied orbital energy (spin up / spin down) in Ha: -0.0098 / -0.0142
Charge: 0
E_HOMO (spin up / spin down) in eV: -8.482 / -8.642
Relative energy (zero: lowest compared OMol25 entry of this formula, charge and spin) in eV: 0.005
Kohn-Sham gap (spin up / spin down) in eV: 8.22 / 8.26
2S+1: 5

***

[2]
The following is a DFT calculation (the ωB97M-V functional and the def2-TZVPD basis) of a 2-piece molecular cluster, C23H51BrF5N5O6P3S overall at a distorted geometry.

Geometry as XYZ:
```
95
Properties=species:S:1:pos:R:3
H -1.31602 -2.75212 1.76768
C -0.05493 2.86487 0.55854
O -5.18293 1.38010 -1.84537
F 1.56332 4.24428 1.60586
C -0.17951 1.52600 1.31580
P 1.01122 -0.17120 3.12606
H -0.35596 -6.21473 -3.35820
H 4.99554 1.84734 1.08024
H 3.45009 6.39763 -1.19502
H -1.73364 0.99996 2.40814
H -2.48018 -4.12721 -2.71188
C 1.89099 1.66750 -0.57077
F -1.52932 3.98774 3.16943
H -0.15718 -7.84723 -0.68045
C 5.90819 3.42932 -0.02962
P -0.89738 -4.68435 -0.13954
H -4.82657 3.35248 -0.19961
O 1.60926 5.72680 -2.72688
C -0.15055 -5.56012 -2.51001
C -3.52168 -5.05365 0.81349
H 5.91268 4.49509 0.20760
C 2.01526 0.66794 0.63627
H 1.11645 5.96589 -0.80793
C -3.86244 3.03291 -0.60578
H 6.79966 2.89258 0.30304
H 1.65407 -2.25441 3.12063
H -2.95048 2.13837 1.08244
O 1.89262 0.30323 4.44022
H -4.49446 -0.53677 -2.32503
C 0.21558 4.11950 1.48859
H 1.68974 1.95126 2.21701
N 1.09882 2.85264 -0.39132
H 3.80429 4.76253 -1.66674
H 4.00762 3.33840 1.14586
H -3.55094 3.63415 -1.46791
H -3.48088 -6.09475 0.49369
F -0.31699 5.23428 1.00621
H -1.38310 4.06967 -0.72655
O 1.78508 -1.49304 2.53265
C 3.16744 5.35306 -0.99488
N -0.57370 -6.24959 0.67722
H 0.99793 -0.55842 -1.65637
H 5.55626 0.33106 -1.23631
H 0.83756 -7.10497 2.01578
H 5.91924 3.36032 -1.12981
C 4.61556 2.70502 0.49465
H -2.59262 -5.82309 -3.21364
P 3.74016 2.02585 -0.99980
C 4.48066 0.36244 -1.44286
H 0.90908 -5.35079 1.88679
H 3.41032 5.17401 0.05672
C -0.24543 4.13224 2.98169
F 0.02705 5.36624 3.43247
H 1.79760 -0.36115 0.34650
H -1.41719 2.41966 -1.12212
H 0.10995 -4.56418 -2.88701
C 1.08170 3.79727 -1.48906
H -4.14695 -4.49054 0.10837
H 0.14225 3.94074 -2.04118
H -4.03551 -5.05989 1.77880
H -1.86802 -7.62388 -0.28577
H -4.14587 0.89871 -0.15490
N -1.29244 -5.51400 -1.59984
C -4.03828 1.56341 -1.03832
H 2.27580 5.26732 -3.25870
N 1.21427 1.13260 1.81662
H -2.86537 -3.16797 2.47733
O -0.93689 1.54346 2.46785
C 1.68984 5.23064 -1.37948
H 3.96764 -0.48877 -0.97679
H 1.55457 -6.35330 0.57532
H -0.79040 -8.30783 0.90614
Br -1.00330 0.03876 0.30842
H -3.13742 1.19074 -1.56565
C -2.73452 3.03734 0.50553
C -0.85902 -7.55981 0.11039
H -6.17118 -0.19400 -2.76243
S 1.42259 0.64905 -2.09698
H 2.46810 1.07030 4.27111
C -2.49017 -5.16204 -2.35038
C 0.75119 -6.27295 1.31541
H -2.80504 -2.44177 0.85400
H -3.39230 -5.31598 -1.76136
H 4.31674 0.26878 -2.51890
C -5.40765 -0.00447 -2.00135
O -0.88553 -3.25983 -0.70533
C -1.38934 3.08321 -0.24873
H 1.70104 3.37275 -2.29826
H 0.72917 -5.96828 -1.99783
N -2.20665 -4.46789 0.95021
F 0.48364 3.33164 3.76499
C -2.30665 -3.14622 1.53809
H -5.75098 -0.48061 -1.06665
H 3.04487 0.59069 1.01813
H -2.91908 3.96207 1.06133
```

## Properties
Lowest unoccupied orbital energy in Ha: -0.1092
Charge: +1
E_HOMO in eV: -10.364
Kohn-Sham gap in eV: 7.39

***

[3]
The following is a DFT calculation (the ωB97M-V functional and the def2-TZVPD basis) of a 6-piece molecular cluster, C23H51IN5O6 overall.

Geometry as XYZ:
```
86
Properties=species:S:1:pos:R:3
O -1.46593 3.24756 -2.58135
H 6.13728 -0.91590 -3.74199
C -1.28056 -0.35130 0.37059
H 3.16649 1.05296 -4.78780
H -2.34428 3.06622 -4.40604
O 2.22757 -1.53594 8.52838
H -2.04925 -2.82415 -2.37983
H -5.53301 2.58929 -3.53344
C 3.38868 2.68204 0.87031
C -4.75058 -2.06019 4.05507
H -5.48645 -2.47232 4.74993
O -3.29038 -1.21780 -4.27862
O -0.18977 -3.57108 2.07879
H -1.79210 -3.51930 -3.98111
H -6.96859 0.24397 3.64699
N 5.15187 0.39093 -4.99103
C 5.87787 -0.05426 -6.15477
H 2.62686 0.91924 -1.67203
H -3.07220 1.29137 -1.13794
H 1.58626 2.06251 -0.84294
H -1.60751 -0.22206 -0.66685
C 2.10912 1.10312 -0.73049
H -4.94663 -2.00445 1.46964
C 2.95455 -0.61104 8.21573
H 1.61940 -0.86165 -0.06902
H -3.57735 2.97062 -0.89843
C 0.01819 0.44047 0.51001
H 6.43639 0.76766 -6.61068
C -2.37972 2.92112 -3.30938
H 0.65521 -0.92376 -2.73597
C 4.13689 1.42393 -5.11885
N -5.34897 -1.02969 3.23497
H 3.56225 -0.06343 8.95838
H -0.32106 -2.22607 -0.06489
N -1.09687 -1.55076 -3.74760
I 3.64166 2.83745 3.01265
N -3.54238 2.37268 -2.90319
H -0.41120 -3.30016 -2.87822
C -1.11103 -1.85015 0.59144
C -4.61697 2.06727 -3.82260
C 2.37504 -0.76269 5.87685
H -1.73696 -2.31666 2.60310
H -1.82262 0.16779 -4.54837
H 0.36202 0.38384 1.56983
O -5.91285 -0.23395 1.19371
H -4.80428 0.99093 -3.81842
C 3.99864 0.96754 6.67206
H -5.40385 1.04786 3.53305
H 2.62081 -0.25517 4.94670
C 3.20304 1.24372 0.37735
H -4.37297 -2.86565 3.42776
N 3.11461 -0.14160 6.96640
H 4.46597 1.31593 7.59187
O 4.75979 0.23034 -2.77200
H 3.43833 1.78971 6.22473
H 0.91449 -1.66025 -4.35039
C -5.40656 -1.09353 1.88771
H -3.91593 -1.65369 4.62993
H -2.04377 -2.35764 0.29766
H 4.16334 0.91333 -0.03088
H 2.96647 0.57777 1.20753
H -4.34414 2.36553 -4.83429
H -0.54736 -4.07723 1.34219
H -5.77923 0.05095 4.95559
C 0.25899 -1.02032 -3.74703
C -2.12818 -0.83643 -4.21171
H 4.77844 0.66311 5.97161
H 4.28905 3.14871 0.47575
C -0.80674 -2.27292 2.01984
H -2.09106 0.04870 1.00231
C -1.35228 -2.87342 -3.21815
H 1.30205 -0.68968 6.05341
H 4.07553 1.73134 -6.16111
C 5.36497 -0.12573 -3.75717
H 4.38543 2.28560 -4.49867
H -0.21881 1.49685 0.32650
H 6.58488 -0.82979 -5.86284
H 0.25407 -0.01538 -4.15890
C -3.74749 2.07161 -1.49220
H -4.76899 1.72655 -1.34855
C -5.90735 0.14469 3.87926
H -0.12260 -1.58803 2.51956
C 1.07483 -0.00177 -0.50640
H 2.53734 3.31328 0.62948
H 2.63027 -1.81904 5.79403
H 5.20186 -0.47005 -6.90646
```

## Properties
Lowest unoccupied orbital energy in Ha: 0.0856
Charge: -1
E_HOMO in eV: -1.603
Kohn-Sham gap in eV: 3.93